Below is 2 unconnected molecules or ions with the total composition CH4FN2O at a distorted geometry, with properties calculated with wB97M-V/def2-TZVPD.

Geometry (Å):
C: 0.8756 0.4498 -0.1078
N: -0.3604 0.6448 -0.8811
N: 1.7530 -0.5751 -0.1531
O: 2.9974 -0.6540 -0.0897
F: 1.4958 1.6463 0.0517
H: -0.0143 -0.3122 1.5686
H: -0.9211 1.3196 -0.2823
H: -0.8337 -0.2013 -0.7615
H: 1.2010 -1.5200 -0.1253

Calculated values
- HOMO energy (eV) = -1.63
- net charge = -1
- Kohn-Sham gap (eV) = 6.425

Electronic structure analysis, Löwdin charges in units of e: C -0.594; N 0.022; N -0.258; O -0.237; F 0.007; H -0.134; H 0.070; H -0.010; H 0.134

Below is 2 unconnected molecules or ions with the total composition CH4FNS at a distorted geometry, with properties calculated with wB97M-V/def2-TZVPD.

Geometry (Å):
N: 0.9969 -0.4848 -0.9466
C: 0.4147 0.6857 -0.6597
S: -0.9937 0.8839 0.1530
H: 0.5536 -1.3432 -0.6493
H: 1.8650 -0.5371 -1.4507
H: 0.9841 1.5428 -1.0305
F: -1.5581 -0.0723 2.2659
H: -2.2626 -0.6750 2.3180

Calculated values
- HOMO energy (eV) = -7.99
- net charge = 0
- Kohn-Sham gap (eV) = 8.903
- SMILES string = NC=S.F

Electronic structure analysis, Löwdin charges in units of e: N 0.010; C -0.777; S 0.675; H 0.093; H 0.094; H 0.056; F -0.229; H 0.078

Below is a single CH4FNS2 molecule at a distorted geometry, with properties calculated with wB97M-V/def2-TZVPD.

Geometry (Å):
C: 0.1036 -1.0106 0.1662
N: 0.2963 0.3767 -0.1847
S: -0.9901 0.8732 -1.3438
S: 1.0024 1.4592 0.8566
F: -0.2333 1.9692 2.0848
H: -0.9355 -1.3287 0.2827
H: 0.5770 -1.6965 -0.5044
H: 0.5387 -1.2803 1.1982
H: -0.3590 0.6376 -2.5558

Calculated values
- HOMO energy (eV) = -9.47
- net charge = 0
- Kohn-Sham gap (eV) = 9.568
- SMILES string = CN(S)SF

Electronic structure analysis, Löwdin charges in units of e: C -0.268; N -0.917; S 0.709; S 0.901; F -0.529; H 0.063; H 0.063; H 0.102; H -0.124

Below is 2 unconnected molecules or ions with the total composition CH4FOP at a distorted geometry, with properties calculated with wB97M-V/def2-TZVPD.

Geometry (Å):
C: -1.4932 -0.4562 -0.3532
O: -1.8213 0.6300 0.0511
H: -0.6954 -0.7442 -1.0165
H: -1.8613 -1.3638 -0.0067
F: 1.4553 -0.8239 0.6201
P: 2.0560 0.5676 0.0607
H: 0.7259 0.8197 -0.5809
H: 1.6340 1.3708 1.2254

Calculated values
- HOMO energy (eV) = -10.28
- net charge = 0
- Kohn-Sham gap (eV) = 10.808
- SMILES string = C=O.FP

Electronic structure analysis, Löwdin charges in units of e: C -0.163; O 0.004; H 0.051; H 0.056; F -0.495; P 0.753; H -0.108; H -0.098